# C5H14NO2

A 3-piece molecular cluster, C5H14NO2 overall at a distorted geometry (ωB97M-V/def2-TZVPD, the OMol25 dataset).

Positions of all 22 atoms, in Å:
O: -1.0789 0.0537 1.6185
O: 1.1936 0.8387 2.0124
N: -0.4459 1.4342 -1.3710
C: 0.4021 -2.1985 -0.7900
C: 1.4624 -2.1072 0.3980
C: 0.3148 -0.8835 -1.4644
C: -1.3072 2.2857 -0.5894
C: -0.5825 0.1151 -1.1247
H: -0.4767 -2.1172 -0.1382
H: 0.2396 0.6041 1.7113
H: -1.4718 -0.0007 -0.4749
H: 0.4145 -3.1948 -1.2396
H: 0.9543 -0.6022 -2.3055
H: -1.4268 1.9565 0.4764
H: 0.4919 1.8232 -1.4304
H: -1.6678 0.3108 2.3382
H: -2.3409 2.3012 -0.9639
H: 1.3652 -3.0409 0.9853
H: 1.2384 -1.1654 0.9294
H: 2.5062 -2.0867 0.0724
H: 1.2041 1.4386 2.7644
H: -0.8243 3.2526 -0.6514

The value obtained for the HOMO-LUMO gap is 4.60 eV. For the largest force on an atom, the calculation gives 0.061 hartree/bohr. For the highest occupied orbital energy, the calculation gives -0.4876 Ha. The charge is +1. Its LUMO energy is -8.67 eV.